Here is a cluster of 25 separate species, C33H39Cl72FN2O3P2S in total in a non-equilibrium geometry from OMol25. Energies are from the ωB97M-V functional and the def2-TZVPD basis.

Computed properties:
2S+1   1
DFT total energy   -35930.41079 Ha
ΔE to the lowest compared entry with this formula, charge and spin   1.066 eV

```
153
C33H39Cl72FN2O3P2S (the ωB97M-V functional and the def2-TZVPD basis)
Cl -4.259 -5.591 -2.316
H 6.338 6.792 6.234
Cl -4.845 5.859 -5.190
Cl 2.407 9.386 -10.425
H 5.887 3.542 -7.518
Cl 7.712 9.084 -4.702
Cl 5.114 -1.517 -5.472
Cl 4.584 -10.728 -7.692
H -6.576 -5.794 -2.589
H -0.040 -1.617 -3.288
C 2.803 -5.245 11.367
Cl -6.424 7.053 -3.066
Cl 6.158 1.315 -8.195
H 0.181 0.217 -5.058
H -7.512 10.053 0.160
Cl 3.586 -9.320 -5.357
H 5.362 -10.835 -5.488
Cl 4.444 7.449 -9.703
C 0.621 -2.056 -2.549
Cl -3.961 5.665 -2.430
Cl -7.088 2.985 7.686
Cl -3.031 -11.399 -0.410
Cl -5.529 2.529 -5.236
Cl -2.989 2.425 -6.599
H 4.239 9.669 -8.998
Cl 6.414 6.632 -5.552
Cl 2.886 -5.668 9.657
Cl -6.387 0.320 -2.085
H 2.572 0.768 -2.233
C -1.116 -5.726 -1.680
O -1.721 3.356 0.101
Cl -8.031 1.764 -0.175
Cl 1.055 0.338 8.569
S -1.324 2.159 0.683
Cl -5.932 -7.921 -1.853
Cl -0.482 -10.443 -1.415
C 4.089 9.159 -9.938
C 2.077 -0.242 9.883
C 1.709 1.668 -5.172
Cl -7.679 -2.061 -0.327
C 5.749 3.016 -8.454
H 2.911 5.200 1.077
N -2.319 -0.692 -1.321
Cl 4.068 3.206 -8.949
H 7.384 -1.812 -5.986
C -2.171 3.394 -3.391
C -4.718 2.091 -6.734
Cl 6.396 9.130 6.296
Cl -7.471 0.240 6.819
N 1.627 3.464 -0.566
H -5.993 1.845 5.962
Cl -1.755 1.041 12.543
C 0.876 0.671 -4.356
H 1.520 -0.132 -4.021
Cl 4.752 6.579 1.501
H -1.870 4.071 -4.176
H -4.245 7.591 -3.731
Cl -8.931 9.124 1.771
O -0.895 2.345 2.003
O 2.698 -0.122 -1.877
Cl -1.770 -8.757 14.901
C 4.732 -3.356 -1.576
Cl -0.268 -10.064 12.789
Cl -1.903 -4.138 -1.668
Cl -5.262 -1.653 1.211
Cl 2.021 -8.732 0.010
Cl 5.529 -4.416 -0.414
Cl -6.537 7.974 0.604
C -7.534 1.644 -1.863
C -1.332 -0.181 -1.460
Cl -5.715 -6.796 -4.522
Cl -8.831 8.566 -1.076
Cl 3.118 -2.932 -0.997
Cl 6.443 -3.928 -6.321
H 1.052 2.472 -5.483
Cl 0.657 -10.216 15.537
Cl -1.014 -6.370 -3.320
H 2.453 2.097 -4.510
H 0.415 -8.319 14.189
Cl 2.017 0.873 11.246
Cl 4.545 7.409 4.866
C -0.102 0.578 -1.433
H -1.720 -6.399 -1.085
H 2.167 1.198 -6.026
C -5.733 -6.440 -2.793
C -6.614 -2.741 0.901
C 6.458 -2.166 -6.420
Cl 2.340 7.209 0.028
Cl 6.823 3.736 -9.653
C 4.381 -10.782 -5.940
C 6.184 8.339 -5.164
Cl 4.194 0.086 6.089
H -1.504 1.967 -4.807
H 3.097 -0.292 9.524
C 6.181 7.569 5.500
H -4.850 1.030 -6.894
H 1.949 -4.597 11.515
Cl 2.160 6.545 2.847
Cl 0.489 -5.647 -0.950
H -1.623 1.907 4.356
H -1.659 3.712 -2.492
H -8.411 1.434 -2.461
Cl 4.250 -4.370 11.863
C 2.754 -0.800 5.580
H -2.387 3.126 11.686
H 1.892 -0.167 5.744
Cl -0.083 3.360 12.033
Cl 5.181 9.866 -11.130
C -7.013 1.872 6.320
Cl -2.352 3.412 5.992
F -2.516 1.185 0.719
Cl -0.739 1.024 6.349
C -1.988 1.805 5.371
Cl -5.414 2.949 -8.110
H 5.507 8.406 -4.324
Cl -0.645 -13.022 -0.097
Cl 3.313 -7.413 -2.229
C -0.165 -9.220 14.334
Cl -8.044 2.432 5.002
Cl -1.449 2.041 9.837
Cl 3.475 -12.218 -5.460
Cl 6.431 -1.651 -8.111
H 0.003 -2.685 -1.918
C -4.795 6.667 -3.619
H -3.235 3.335 -3.280
H 1.454 -2.567 -2.996
H 5.323 -2.455 -1.675
Cl 2.577 -6.690 12.356
C 0.984 2.557 -0.478
C -1.533 2.478 11.543
Cl 5.459 9.195 -6.529
P -0.006 1.596 -3.022
C -7.900 9.060 0.341
H 1.609 -9.012 -2.279
H -2.418 1.203 -3.550
H -7.183 -2.854 1.813
Cl 7.373 7.360 4.213
Cl -6.024 -4.335 0.415
Cl 1.587 -1.864 10.378
C 3.030 6.245 1.333
Cl -6.840 3.168 -2.415
C 0.115 1.424 -0.149
Cl 3.531 -10.291 -1.911
H -1.087 -10.906 0.797
H 0.677 0.855 0.585
Cl -3.437 0.797 5.346
C 2.501 -8.880 -1.681
P 1.253 -0.766 -1.359
C -1.660 1.962 -3.727
Cl 2.555 -2.260 6.544
C -1.286 -11.381 -0.155
Cl 2.834 -1.185 3.861
Cl 4.628 -4.118 -3.166
```